*one*
16
Properties=species:S:1:pos:R:3:lowdin_charge:R:1 method="wB97M-V/def2-TZVPD" homo_ev=-8.28 mol_weight_g_mol=116.124 charge=0 lumo_energy_ev=0.3 gap_ev=8.59
C -0.92 -0.17 1.15 -0.167
C -0.55 -0.30 -0.30 -0.222
C -0.56 1.03 -1.24 -0.316
H 1.76 1.42 2.38 0.179
H 1.16 1.54 0.48 0.158
H -1.80 -0.67 1.32 0.071
H -0.17 1.84 -0.45 0.091
H -1.67 1.52 -1.49 0.151
H -0.26 -0.11 -2.98 0.302
H 0.02 -2.33 1.03 0.151
H 1.24 -2.99 -0.36 0.143
N 0.80 1.51 1.66 -0.078
N -0.15 0.55 1.94 -0.092
N 0.40 -1.28 -0.73 -0.069
N 0.28 -2.45 -0.10 -0.091
O 0.41 0.89 -2.30 -0.212



*two*
16
Properties=species:S:1:pos:R:3:lowdin_charge:R:1 method="wB97M-V/def2-TZVPD" homo_ev="-8.21 / -8.21" mol_weight_g_mol=116.124 charge=0 lumo_energy_ev="0.8 / 0.8" gap_ev="8.97 / 8.97"
C 0.64 0.51 -0.36 -0.300
C -0.75 -0.71 0.33 -0.206
C 1.85 0.40 0.51 -0.106
N -1.50 1.43 -0.28 0.113
N -0.13 1.63 -0.30 -0.047
N -1.83 0.26 0.05 -0.294
N -0.85 -1.88 -0.34 0.080
O -3.05 -0.01 0.40 -0.102
H 0.95 0.18 -1.40 0.141
H -0.62 -0.80 1.46 0.168
H 1.79 -0.01 1.57 0.095
H 2.47 1.40 0.50 0.117
H 2.51 -0.23 0.07 0.013
H -0.05 2.38 -0.94 0.116
H -0.42 -2.71 0.05 0.104
H -1.00 -1.84 -1.34 0.107



*three*
16
Properties=species:S:1:pos:R:3:lowdin_charge:R:1 method="wB97M-V/def2-TZVPD" homo_ev=-7.59 smiles="[H]/N=N/N(O)/C(C)=N/C" mol_weight_g_mol=116.124 charge=0 lumo_energy_ev=0.6 gap_ev=8.18
C -0.86 0.38 2.02 -0.150
C -0.43 1.68 -1.13 -0.005
N 0.72 -0.49 -0.89 -0.092
C 0.08 0.56 -0.29 -0.445
O 0.65 -0.62 -2.29 -0.010
N 0.50 -1.75 0.17 0.047
N 0.10 0.47 0.98 -0.016
N 1.47 -2.49 0.18 0.050
H 1.33 -1.31 -2.41 0.101
H 1.27 -3.38 0.65 0.073
H -0.52 -0.40 2.70 0.058
H -0.77 1.28 2.64 0.064
H -1.88 0.20 1.66 0.079
H -0.51 2.57 -0.50 0.084
H -1.41 1.43 -1.54 0.086
H 0.25 1.87 -1.95 0.076



*four*
16
Properties=species:S:1:pos:R:3:lowdin_charge:R:1 method="wB97M-V/def2-TZVPD" homo_ev=-9.48 mol_weight_g_mol=116.124 charge=0 lumo_energy_ev=0.6 gap_ev=10.13
C -0.63 2.24 0.69 -0.096
C 0.03 -0.04 0.24 -0.448
C 0.18 -0.48 -2.06 -0.263
H -1.14 1.71 1.79 0.155
H 0.69 2.61 0.97 0.179
H -1.17 3.07 0.33 0.036
H 0.33 -1.64 -0.27 0.088
H -0.69 0.49 -2.26 0.191
H 1.36 -1.70 -2.88 -0.003
H -0.60 -2.23 2.04 0.132
H 0.89 -1.37 2.55 0.144
N -0.13 -0.96 -0.84 0.081
N 0.92 -0.85 -3.21 0.051
N 0.01 -0.32 1.47 -0.021
N 0.32 -1.74 1.64 -0.058
O -0.35 1.20 -0.19 -0.169



Quick one: least stable of them? *one*



*one*
16
Properties=species:S:1:pos:R:3:lowdin_charge:R:1 method="wB97M-V/def2-TZVPD" homo_ev=-8.71 smiles="N/N=C(/N)CC(N)=O" mol_weight_g_mol=116.124 charge=0 lumo_energy_ev=0.8 gap_ev=9.52
C -0.81 0.49 -0.48 -0.495
C -0.52 -0.88 0.00 -0.065
C 0.54 -1.19 1.34 -0.371
H 1.63 0.83 -2.27 0.053
H 0.48 -0.39 -2.37 0.062
H -1.70 2.15 0.10 -0.019
H -2.60 0.99 0.78 0.116
H -1.52 -1.57 0.31 0.168
H -0.10 -1.44 -0.92 0.093
H 1.61 0.51 0.56 0.111
H 2.15 0.01 2.06 0.083
N 0.96 0.28 -1.77 -0.027
N -0.08 1.22 -1.14 0.043
N -1.71 1.28 0.32 0.121
N 1.58 -0.26 1.29 0.140
O 0.11 -2.02 2.20 -0.016



*two*
16
Properties=species:S:1:pos:R:3:lowdin_charge:R:1 method="wB97M-V/def2-TZVPD" homo_ev=-8.44 mol_weight_g_mol=116.124 charge=0 lumo_energy_ev=0.5 gap_ev=8.96
C 0.73 -1.11 -0.61 -0.072
C -0.34 -0.93 0.58 -0.381
C -1.58 -0.87 -0.22 -0.102
H 3.10 1.01 -0.33 0.177
H 1.71 0.71 0.86 0.112
H 0.86 -2.07 -1.05 0.089
H -0.26 -1.79 1.26 0.149
H -0.09 1.19 1.00 0.245
H -2.13 -1.72 -0.42 0.071
H -0.32 1.32 -0.54 0.118
H -1.73 2.18 -0.50 0.133
N 1.92 0.94 -0.21 -0.065
N 1.80 -0.34 -0.60 -0.142
N -2.25 0.27 -0.65 0.015
N -1.37 1.20 -0.17 -0.157
O -0.06 0.02 1.61 -0.190



Quick one: least stable of them? *two*



*one*
13
Properties=species:S:1:pos:R:3:lowdin_charge:R:1 method="wB97M-V/def2-TZVPD" homo_ev=-13.50 mol_weight_g_mol=116.169 charge=+1 lumo_energy_ev=-5.5 gap_ev=8.01
C -1.53 -1.48 -0.04 -0.107
C -2.26 -0.31 0.08 -0.453
C 2.46 0.77 0.09 -0.003
N -0.14 -1.51 -0.11 0.193
N 0.62 -0.70 0.15 0.002
N 1.41 -0.03 0.68 0.153
S -2.18 1.44 0.05 0.842
H -2.06 -2.38 -0.16 0.106
H -3.28 -0.59 0.33 0.066
H 2.46 0.60 -1.08 0.146
H 2.22 1.82 0.19 0.090
H 3.38 0.66 0.57 0.073
H -1.11 1.71 -0.77 -0.106



*two*
13
Properties=species:S:1:pos:R:3:lowdin_charge:R:1 method="wB97M-V/def2-TZVPD" homo_ev=-12.65 smiles="C[n+]1c[nH][nH]c1=S" mol_weight_g_mol=116.169 charge=+1 lumo_energy_ev=-5.2 gap_ev=7.41
C -1.25 0.66 -0.03 0.226
C 1.12 0.30 0.09 -0.919
C -0.12 -2.07 -0.05 0.041
N -0.56 1.73 -0.04 0.042
N 0.73 1.65 0.11 0.092
N 0.10 -0.52 0.06 -0.018
S 2.64 -0.27 0.10 0.736
H -2.28 0.50 -0.06 0.132
H 0.63 -2.37 -0.71 0.050
H -1.18 -2.09 -0.57 0.133
H -0.14 -2.45 0.99 0.104
H -1.01 2.59 0.31 0.231
H 1.35 2.33 -0.20 0.152



Quick one: least stable of them? *one*